1 | Formula: C25H66B2F4NO19S
Source: the Open Molecules 2025 dataset
Level of theory: ωB97M-V with the def2-TZVPD basis set

Positions of all 118 atoms, in Å:
C1 3.4987 -0.3602 3.7331
C2 2.1135 0.5118 3.7881
B1 0.8717 -0.4979 3.5527
O1 1.0997 -1.9035 3.8551
N1 -0.5122 -0.0740 3.0205
C3 -0.6177 -0.1525 1.5739
C4 0.5860 -0.6020 0.5940
C5 1.6538 0.6022 0.3370
O2 1.2386 1.5393 -0.3907
F1 2.9783 0.6060 0.8394
C6 -1.9401 0.2420 0.8652
C7 -3.1528 0.6731 1.7393
C8 -4.4713 1.0664 0.8845
B2 -4.6498 2.6949 0.9419
O3 -5.9373 3.2639 1.3558
O4 -3.5633 3.6184 0.5918
C9 -3.0390 0.7176 3.2957
C10 -4.2708 1.1212 4.2195
O5 -5.5724 1.0211 3.6489
C11 -6.2118 -0.2630 3.8987
C12 -1.6203 0.3478 3.8999
S1 -1.2221 0.4067 5.7110
O6 -0.0877 1.3739 6.0473
O7 -2.3635 0.9395 6.5741
C13 -0.9083 -1.3182 6.4493
F2 -1.7564 -1.5484 7.5575
F3 0.4629 -1.5106 6.7760
F4 -1.3430 -2.2451 5.4336
H1 3.4923 -1.1807 4.5518
H2 4.4017 0.3206 3.9805
H3 3.6444 -0.9004 2.7376
H4 2.1363 1.4032 3.0513
H5 2.1249 0.9997 4.8413
H6 0.4810 -2.4480 3.3042
H7 0.1324 -0.7912 -0.4560
H8 1.0834 -1.5878 0.8881
H9 -2.0164 0.1869 -0.2853
H10 -5.4088 0.4998 1.2403
H11 -4.3367 0.7991 -0.2325
H12 -5.8501 3.3565 2.3443
H13 -3.7550 4.4937 1.0072
H14 -4.2682 0.3684 5.1069
H15 -4.0777 2.1613 4.6922
H16 -7.0632 -0.3616 3.1184
H17 -5.4150 -1.0926 3.7772
H18 -6.6426 -0.2623 4.9660
C14 -9.2699 4.0403 3.0622
O8 -8.3813 2.9603 3.3182
H19 -9.4368 4.5868 3.9909
H20 -8.8290 4.7120 2.3218
H21 -10.2233 3.6538 2.6941
H22 -8.2507 2.4947 2.4815
C15 4.5953 -0.1155 -2.1000
O9 3.5142 0.7096 -2.5157
H23 5.2944 -0.2251 -2.9294
H24 5.1082 0.3492 -1.2541
H25 4.2167 -1.1012 -1.8133
H26 2.9108 0.7912 -1.7663
C16 8.5353 -0.6652 -4.1342
O10 7.1490 -0.8619 -3.8820
H27 9.0840 -0.7704 -3.1987
H28 8.8875 -1.4148 -4.8459
H29 8.6950 0.3378 -4.5368
H30 6.6900 -0.7631 -4.7272
C17 5.3293 -3.1182 -6.6731
O11 5.6519 -2.0396 -7.5397
H31 4.8147 -2.7250 -5.7957
H32 4.6739 -3.8214 -7.1924
H33 6.2459 -3.6230 -6.3591
H34 6.1053 -2.4166 -8.3060
C18 2.7264 -0.2530 -6.5027
O12 2.2946 -1.2641 -7.3993
H35 1.8638 0.1252 -5.9531
H36 3.4483 -0.6727 -5.7977
H37 3.1837 0.5643 -7.0654
H38 3.0782 -1.5794 -7.8706
C19 1.9533 -1.5658 10.1711
O13 2.1608 -2.4675 9.0941
H39 2.7230 -1.7345 10.9246
H40 2.0217 -0.5367 9.8089
H41 0.9695 -1.7407 10.6141
H42 1.4673 -2.2973 8.4425
C20 8.6823 0.2136 -8.9085
O14 8.0845 0.2975 -7.6241
H43 9.4392 0.9933 -8.9965
H44 9.1549 -0.7645 -9.0321
H45 7.9212 0.3601 -9.6795
H46 7.4184 -0.4034 -7.5723
C21 -1.3248 -2.3087 -8.2933
O15 -1.1811 -0.8979 -8.3232
H47 -2.3807 -2.5546 -8.1743
H48 -0.9578 -2.7351 -9.2303
H49 -0.7614 -2.7170 -7.4502
H50 -0.2381 -0.7102 -8.4289
C22 -7.9010 -1.3895 0.0234
O16 -7.7126 -0.7198 1.2639
H51 -7.1778 -2.2020 -0.0513
H52 -8.9119 -1.8004 -0.0233
H53 -7.7445 -0.6892 -0.8008
H54 -8.3643 -0.0068 1.3044
C23 10.7469 -3.4841 -2.6001
O17 11.0729 -2.4062 -3.4643
H55 10.2302 -3.0895 -1.7246
H56 10.0914 -4.1880 -3.1196
H57 11.6612 -3.9912 -2.2820
H58 11.5280 -2.7821 -4.2291
C24 -7.7423 2.3059 6.9902
O18 -7.5221 1.3995 5.9199
H59 -6.9868 2.1352 7.7579
H60 -7.6614 3.3330 6.6253
H61 -8.7345 2.1387 7.4165
H62 -8.2050 1.5727 5.2545
C25 -4.3687 3.5052 -3.4703
O19 -3.9743 3.0968 -2.1673
H63 -4.6882 2.6277 -4.0333
H64 -5.1996 4.2112 -3.3993
H65 -3.5239 3.9737 -3.9807
H66 -3.6956 3.8888 -1.6891

HOMO energy (eV): -11.26
Total charge: +1
Orbital gap (eV): 5.9

2 | Formula: C25H66B2F4NO19S
Source: the Open Molecules 2025 dataset
Level of theory: ωB97M-V with the def2-TZVPD basis set

Positions of all 118 atoms, in Å:
C1 3.3674 -0.2334 3.8215
C2 2.0101 0.5484 3.8233
B1 0.8335 -0.4574 3.5732
O1 1.0315 -1.7698 3.8691
N1 -0.5489 -0.0580 2.9936
C3 -0.6447 -0.1333 1.6584
C4 0.5032 -0.5464 0.7332
C5 1.5027 0.6144 0.4713
O2 1.1239 1.5154 -0.2210
F1 2.7472 0.5913 0.9557
C6 -1.8337 0.2032 1.0358
C7 -2.9350 0.5804 1.7992
C8 -4.1751 0.9240 0.9825
B2 -4.4193 2.5035 1.0098
O3 -5.6788 3.0106 1.3642
O4 -3.4111 3.4052 0.6873
C9 -2.8414 0.6328 3.2230
C10 -4.0386 1.0216 4.1033
O5 -5.2791 0.9292 3.4995
C11 -5.9457 -0.3248 3.7022
C12 -1.6058 0.3259 3.7703
S1 -1.2806 0.4141 5.5474
O6 -0.2030 1.3082 5.8577
O7 -2.4140 0.8854 6.2896
C13 -0.9796 -1.3016 6.2785
F2 -1.7862 -1.5139 7.2851
F3 0.2797 -1.4680 6.6173
F4 -1.3421 -2.1820 5.3130
H1 3.3619 -1.0027 4.6080
H2 4.1913 0.4486 4.0720
H3 3.5591 -0.7532 2.8764
H4 2.0267 1.3892 3.1113
H5 1.9628 1.0225 4.8181
H6 0.4413 -2.3270 3.3383
H7 0.0723 -0.7349 -0.2574
H8 0.9960 -1.4865 1.0242
H9 -1.9035 0.1467 -0.0492
H10 -5.0597 0.3702 1.3151
H11 -4.0116 0.6556 -0.0763
H12 -5.6605 3.1321 2.3292
H13 -3.6431 4.2642 1.0670
H14 -4.0431 0.3182 4.9555
H15 -3.8697 2.0175 4.5458
H16 -6.7168 -0.3899 2.9214
H17 -5.2055 -1.1405 3.6075
H18 -6.4023 -0.3274 4.7004
C14 -8.8338 4.1003 2.8061
O8 -7.9875 2.9840 3.0874
H19 -9.0224 4.6308 3.7362
H20 -8.3434 4.7739 2.1000
H21 -9.7832 3.7587 2.3887
H22 -7.8305 2.5286 2.2547
C15 4.4498 -0.1015 -1.9897
O9 3.3577 0.7308 -2.3898
H23 5.1331 -0.1990 -2.8276
H24 4.9776 0.3526 -1.1472
H25 4.0813 -1.0939 -1.7083
H26 2.7598 0.8109 -1.6434
C16 8.3683 -0.6171 -4.1043
O10 6.9781 -0.8190 -3.8248
H27 8.9334 -0.7332 -3.1851
H28 8.7076 -1.3567 -4.8301
H29 8.5200 0.3895 -4.4986
H30 6.5059 -0.7111 -4.6567
C17 5.1251 -3.0535 -6.5496
O11 5.4173 -1.9597 -7.4230
H31 4.6395 -2.6666 -5.6568
H32 4.4553 -3.7554 -7.0507
H33 6.0507 -3.5593 -6.2675
H34 5.8444 -2.3278 -8.2031
C18 2.5278 -0.1901 -6.2774
O12 2.0661 -1.1994 -7.1693
H35 1.6851 0.1817 -5.6994
H36 3.2717 -0.6113 -5.5965
H37 2.9658 0.6325 -6.8467
H38 2.8314 -1.5090 -7.6656
C19 1.6767 -1.5072 10.0600
O13 1.9208 -2.4091 8.9836
H39 2.4291 -1.6767 10.8257
H40 1.7466 -0.4733 9.7109
H41 0.6857 -1.6851 10.4855
H42 1.2492 -2.2471 8.3180
C20 8.3966 0.3163 -8.8694
O14 7.8330 0.3818 -7.5645
H43 9.1442 1.1003 -8.9605
H44 8.8743 -0.6550 -9.0275
H45 7.6210 0.4704 -9.6247
H46 7.1735 -0.3177 -7.4985
C21 -1.5706 -2.2414 -7.9526
O15 -1.4323 -0.8267 -7.9756
H47 -2.6195 -2.4887 -7.8031
H48 -1.2342 -2.6648 -8.9024
H49 -0.9828 -2.6585 -7.1304
H50 -0.4973 -0.6355 -8.1075
C22 -7.4309 -1.3724 -0.2573
O16 -7.2905 -0.7147 1.0049
H51 -6.7215 -2.1954 -0.2945
H52 -8.4429 -1.7655 -0.3661
H53 -7.2171 -0.6757 -1.0710
H54 -7.9250 0.0089 1.0209
C23 10.6174 -3.4560 -2.6437
O17 10.9283 -2.3658 -3.5053
H55 10.1201 -3.0627 -1.7600
H56 9.9493 -4.1590 -3.1485
H57 11.5319 -3.9718 -2.3408
H58 11.3664 -2.7297 -4.2796
C24 -7.5472 2.2660 6.7726
O18 -7.3034 1.3639 5.6980
H59 -6.8330 2.0573 7.5660
H60 -7.4179 3.2976 6.4341
H61 -8.5606 2.1310 7.1576
H62 -7.9453 1.5662 5.0068
C25 -4.0497 3.1733 -3.4170
O19 -3.6979 2.8266 -2.0777
H63 -4.3131 2.2632 -3.9502
H64 -4.9064 3.8511 -3.4182
H65 -3.2042 3.6500 -3.9170
H66 -3.4642 3.6354 -1.6139

HOMO energy (eV): -11.30
Total charge: +1
Orbital gap (eV): 6.7

Bottom line: 2, by a margin of 7.318 eV.

1 | Formula: C4H4NO
Source: the Open Molecules 2025 dataset
Level of theory: ωB97M-V with the def2-TZVPD basis set

Positions of all 10 atoms, in Å:
C1 1.6264 -0.8229 0.0507
C2 2.5616 0.0914 0.0327
C3 -1.4907 1.0871 0.0794
C4 0.5594 -1.4226 0.0273
N1 -1.3131 -0.1034 -0.1935
O1 3.4223 0.8016 -0.0181
H1 -2.4613 1.7665 -0.0691
H2 -0.7427 1.4123 0.8474
H3 -0.0547 -2.3409 -0.0647
H4 -2.1071 -0.4691 -0.6920

2S+1: 3
HOMO energy (alpha / beta) (eV): -12.07 / -16.28
Total charge: +1
Orbital gap (alpha / beta) (eV): 6.6 / 7.1

2 | Formula: C4H4NO
Source: the Open Molecules 2025 dataset
Level of theory: ωB97M-V with the def2-TZVPD basis set

Positions of all 10 atoms, in Å:
C1 0.0971 1.6475 1.3537
C2 -1.3005 1.6275 0.0192
C3 -0.3909 0.7775 0.3902
C4 -0.0304 -0.6271 0.2260
N1 0.0394 2.7960 1.8204
O1 -0.9718 3.1472 0.9540
H1 -2.2639 1.9053 -0.3858
H2 0.2290 -0.8849 -0.8466
H3 -0.7977 -1.4228 0.3943
H4 0.8015 -0.6954 0.8335

2S+1: 3
HOMO energy (alpha / beta) (eV): -15.46 / -17.11
Total charge: +1
Orbital gap (alpha / beta) (eV): 9.4 / 7.8

Bottom line: 1, by a margin of 1.692 eV.

1 | Formula: C3H3N3S
Source: the Open Molecules 2025 dataset
Level of theory: ωB97M-V with the def2-TZVPD basis set

Positions of all 10 atoms, in Å:
C1 0.0479 0.6162 -0.0276
C2 1.3993 -0.0018 -0.0003
C3 -0.6444 -0.6324 -0.1382
N1 -0.2452 1.8364 0.0478
N2 2.5369 0.4188 0.1184
N3 -2.8622 -0.6692 0.0624
S1 0.6336 -1.7447 -0.1564
H1 -1.2388 2.0405 0.0151
H2 3.3470 -0.1847 0.1398
H3 -2.9742 -1.6790 -0.0610

HOMO energy (alpha / beta) (eV): -8.31 / -8.19
Orbital gap (alpha / beta) (eV): 6.1 / 6.0

2 | Formula: C3H3N3S
Source: the Open Molecules 2025 dataset
Level of theory: ωB97M-V with the def2-TZVPD basis set

Positions of all 10 atoms, in Å:
C1 -1.0001 -0.1391 -0.0223
C2 0.8028 1.0891 -0.0135
C3 1.6566 -0.1247 -0.2556
H1 -2.8698 -1.3577 0.3639
H2 1.0635 2.1584 0.1482
H3 2.8185 -0.0644 -0.2731
N1 -0.4375 1.0609 0.1175
N2 1.0191 -1.2704 -0.0275
N3 -0.2888 -1.3075 0.1035
S1 -2.7644 -0.0446 -0.1411

HOMO energy (eV): -9.30
SMILES string: Sc1nccnn1
Orbital gap (eV): 9.3

3 | Formula: C3H3N3S
Source: the Open Molecules 2025 dataset
Level of theory: ωB97M-V with the def2-TZVPD basis set

Positions of all 10 atoms, in Å:
C1 -0.2632 -0.3209 0.0977
C2 -1.2283 0.7172 -0.2145
C3 0.5632 0.6536 0.8599
N1 0.1821 -1.4747 -0.3681
N2 -2.4248 0.9171 -0.2502
N3 1.5911 -1.7018 0.2094
S1 0.1623 1.9171 -0.2761
H1 2.3989 -1.5956 -0.1567
H2 -2.8767 1.7398 -0.5521
H3 1.8954 -0.8519 0.6506

HOMO energy (eV): -9.58
Orbital gap (eV): 7.9

4 | Formula: C3H3N3S
Source: the Open Molecules 2025 dataset
Level of theory: ωB97M-V with the def2-TZVPD basis set

Positions of all 10 atoms, in Å:
C1 0.9449 -0.0749 -0.0060
C2 -1.0797 -1.0478 -0.0908
C3 -1.4856 0.2859 0.0091
H1 3.2134 1.1156 0.5420
H2 -1.8061 -1.8088 0.0405
H3 -2.6823 0.3989 -0.3950
N1 0.2231 -1.2014 0.0799
N2 -0.6539 1.2661 -0.0830
N3 0.5902 1.2061 0.0169
S1 2.7360 -0.1398 -0.1138

HOMO energy (eV): -9.29
SMILES string: Sc1nccnn1
Orbital gap (eV): 9.0

Bottom line: 2, by a margin of 0.891 eV.

1 | Formula: C6H6OS
Source: the Open Molecules 2025 dataset
Level of theory: ωB97M-V with the def2-TZVPD basis set

Positions of all 14 atoms, in Å:
C1 0.0182 0.3973 2.4688
C2 -0.5526 0.9782 1.3777
C3 -0.3201 0.2102 0.1178
C4 0.9280 -0.2832 -0.1961
C5 0.7346 -0.6993 -1.6248
C6 -0.6214 -0.2481 -1.8967
H1 0.5890 -0.6537 2.6817
H2 -0.3971 0.7813 3.4050
H3 -1.4245 1.7208 1.3134
H4 1.9023 0.1731 0.2776
H5 0.3281 -1.8322 -1.6292
H6 1.5872 -0.2962 -2.3352
O1 -1.2965 0.0723 -0.6937
S1 -1.4750 -0.3204 -3.2665

HOMO energy (eV): -8.43
SMILES string: C=CC1=CCC(=S)O1
Orbital gap (eV): 8.5

2 | Formula: C6H6OS
Source: the Open Molecules 2025 dataset
Level of theory: ωB97M-V with the def2-TZVPD basis set

Positions of all 14 atoms, in Å:
C1 -0.5838 -0.6339 0.1437
C2 0.9687 -0.7813 -0.3227
C3 0.9803 0.7229 -0.0372
C4 0.0296 1.1492 -1.2369
C5 -1.0320 0.3143 -1.0909
C6 0.0510 0.2308 1.1573
H1 -1.9073 -0.6902 2.1053
H2 1.3926 -1.2766 0.5492
H3 1.1100 -1.0108 -1.3662
H4 1.9067 1.0716 0.3116
H5 0.3263 1.7918 -2.0723
H6 -1.9047 0.5054 -1.6774
O1 -1.4746 -1.5440 0.8186
S1 0.1373 0.1507 2.7179

HOMO energy (eV): -9.30
Orbital gap (eV): 9.1

Bottom line: 1, by a margin of 3.043 eV.

1 | Formula: C3H3N3O2
Source: the Open Molecules 2025 dataset
Level of theory: ωB97M-V with the def2-TZVPD basis set

Positions of all 11 atoms, in Å:
C1 -1.9999 0.1749 0.0363
C2 -0.6022 0.1940 -0.3085
C3 1.8318 -0.0638 0.5655
H1 2.8839 -0.1447 0.5253
H2 1.5244 -0.3055 1.6788
H3 -0.3889 -1.5618 0.3326
N1 -3.1450 -0.1307 0.3649
N2 0.0589 1.2241 -0.2844
N3 0.0039 -1.0509 -0.4143
O1 1.4189 1.1044 -0.0463
O2 1.3532 -1.1189 -0.1987

HOMO energy (eV): -10.20
SMILES string: N#CC1=NOCON1
Orbital gap (eV): 10.2

2 | Formula: C3H3N3O2
Source: the Open Molecules 2025 dataset
Level of theory: ωB97M-V with the def2-TZVPD basis set

Positions of all 11 atoms, in Å:
C1 0.8392 -0.5882 -0.0704
C2 -0.6620 -0.2069 0.1247
C3 -0.8502 1.1904 -0.0268
H1 3.4444 0.7027 -0.1923
H2 1.1989 -1.7395 -0.3613
H3 -3.4795 -0.7777 -0.1757
N1 1.7821 0.3578 0.3426
N2 -1.6222 -1.0792 -0.0481
N3 -0.9049 2.3837 -0.0235
O1 2.9931 -0.0621 0.1127
O2 -2.7389 -0.1810 0.3181

HOMO energy (eV): -9.84
SMILES string: N#CC(/C=N/O)=N\O
Orbital gap (eV): 8.9

3 | Formula: C3H3N3O2
Source: the Open Molecules 2025 dataset
Level of theory: ωB97M-V with the def2-TZVPD basis set

Positions of all 11 atoms, in Å:
C1 -0.5815 0.7547 -1.3061
C2 -1.3621 0.8083 -0.1089
C3 -0.0312 -0.8382 0.9514
H1 2.0826 -1.3390 1.0901
H2 -0.7542 1.4306 -2.1989
H3 -2.3021 1.5374 -0.1468
N1 0.9546 -0.2806 -0.0093
N2 0.6822 0.2753 -1.1663
N3 -1.1761 0.0681 0.9272
O1 2.1524 -0.8207 0.2111
O2 0.3353 -1.5958 1.7566

HOMO energy (eV): -9.40
SMILES string: O=c1nccnn1O
Orbital gap (eV): 9.0

Bottom line: 3, by a margin of 2.105 eV.

1 | Formula: C2H3N3OS2
Source: the Open Molecules 2025 dataset
Level of theory: ωB97M-V with the def2-TZVPD basis set

Positions of all 11 atoms, in Å:
C1 0.0452 0.8169 -1.1917
C2 0.2463 0.4313 0.9280
H1 -0.9634 -1.8262 1.6083
H2 0.4712 -2.5090 1.0346
H3 -0.1043 2.8199 -2.1695
N1 -0.3688 -2.0012 0.7521
N2 0.1122 -0.7647 0.3152
N3 0.4597 1.3665 -0.1110
O1 -0.3167 -0.4834 -1.1020
S1 -0.0980 1.6108 -2.6953
S2 0.5167 0.5391 2.6314

HOMO energy (eV): -8.77
SMILES string: Nn1oc(S)nc1=S
Orbital gap (eV): 8.6

2 | Formula: C2H3N3OS2
Source: the Open Molecules 2025 dataset
Level of theory: ωB97M-V with the def2-TZVPD basis set

Positions of all 11 atoms, in Å:
C1 -1.5343 -0.4964 -0.0287
C2 0.4214 0.6815 -0.0147
H1 2.3149 -1.9631 0.9075
H2 -1.4615 1.5837 -0.1486
H3 0.9234 2.4395 -0.4339
N1 0.6501 -0.6570 0.2882
N2 -0.9418 0.7358 -0.0017
N3 1.3234 1.5312 -0.1759
O1 -0.5501 -1.4048 0.1303
S1 1.9753 -1.5563 -0.3141
S2 -3.1208 -0.8941 -0.2083

HOMO energy (eV): -9.18
SMILES string: [H]/N=c1\[nH]c(=S)on1S
Orbital gap (eV): 9.6

Bottom line: 2, by a margin of 0.881 eV.